w) Computed, not measured: 2 unconnected molecules or ions with the total composition C5H14N4, with ωB97M-V with the def2-TZVPD basis set.

Positions of all 23 atoms, in Å:
H1 -1.1087 -1.6328 2.7032
N1 -0.8920 -0.7347 2.2822
C1 -1.7063 -0.3949 1.3588
C2 -2.7557 -1.2913 0.7433
N2 -1.5825 0.8323 0.7857
H2 -2.2741 -1.9843 0.0540
H3 -3.2511 -1.8775 1.5148
H4 -3.4976 -0.7105 0.2008
H5 -0.7808 1.3489 1.1175
H6 -1.5940 0.8892 -0.2750
C3 0.2358 0.2170 -2.3157
C4 0.6335 1.0338 -1.3339
N3 1.4038 0.6150 -0.2278
C5 2.7817 1.0686 -0.2354
N4 1.2136 -0.7316 0.1389
H7 0.2806 -0.8498 -2.1963
H8 -0.1909 0.6029 -3.2235
H9 0.6859 2.1041 -1.4865
H10 3.3909 0.5145 -0.9625
H11 3.2045 0.9289 0.7610
H12 2.8120 2.1296 -0.4797
H13 0.9564 -0.7781 1.1305
H14 2.0350 -1.2991 -0.0542

Computed properties:
- M (g mol⁻¹) = 130.195
- LUMO energy (eV) = 0.999
- SMILES = [H]/N=C(\C)N.C=CN(C)N
- gap between HOMO and LUMO (eV) = 9.15

These are the Mulliken partial charges, in e, on atoms 1 to 5:
1. H 0.179
2. N -0.843
3. C 0.945
4. C -1.295
5. N -0.582


x) Computed, not measured: a molecular structure, C5H14N4, with ωB97M-V with the def2-TZVPD basis set.

Positions of all 23 atoms, in Å:
C1 1.6284 0.2772 -0.1450
C2 2.0523 -0.3634 1.1537
N1 1.7675 -0.5202 -1.2943
H1 2.2508 -1.4046 -1.2098
H2 1.6526 -0.0138 -2.1636
H3 2.0004 1.2947 -0.2750
H4 0.2737 0.3290 0.1547
H5 1.8880 0.3235 1.9816
H6 1.4280 -1.2361 1.3577
H7 3.0984 -0.6753 1.1249
C3 -1.4246 1.9474 0.2838
C4 -1.4988 -0.8119 0.3995
C5 -0.9923 0.7371 -0.4960
N2 -1.3291 -1.8378 -0.4662
N3 -1.9352 -1.0017 1.5762
N4 -1.0763 0.7787 -1.7710
H8 -0.7987 -1.6317 -1.3105
H9 -1.7721 -2.7172 -0.2420
H10 -1.9158 -0.1860 2.1791
H11 -0.6944 -0.0209 -2.2717
H12 -1.0061 2.8463 -0.1697
H13 -2.5123 2.0183 0.2874
H14 -1.0843 1.8685 1.3162

Computed properties:
- M (g mol⁻¹) = 130.195
- LUMO energy (eV) = 0.750
- gap between HOMO and LUMO (eV) = 8.57

These are the Mulliken partial charges, in e, on atoms 1 to 5:
1. C 0.269
2. C -1.379
3. N -0.441
4. H 0.203
5. H 0.228


y) Computed, not measured: C5H14N4 in the gas phase, with ωB97M-V with the def2-TZVPD basis set.

Positions of all 23 atoms, in Å:
C1 0.2076 2.1039 -1.4959
C2 -0.8920 0.0079 -1.8497
C3 0.7044 -2.3941 0.9322
N1 0.1491 0.6878 -1.1624
N2 -0.2552 -1.6365 1.7332
H1 -0.7979 -2.2242 2.3462
H2 -1.2473 0.5366 -2.7354
H3 0.9602 2.6048 -0.8874
H4 -0.7596 2.6179 -1.3789
H5 0.5183 2.1891 -2.5385
H6 -1.7604 -0.1682 -1.1207
H7 -0.5776 -1.0027 -2.1052
H8 0.2238 -3.1557 0.3056
H9 1.4374 -2.8573 1.5923
H10 1.2463 -1.7207 0.2689
C4 1.0741 0.9625 1.2084
N3 -0.1691 0.6115 0.5166
C5 -1.1153 -0.7864 1.0291
N4 -2.2233 -0.8297 0.5368
H11 -0.8786 1.3294 0.6435
H12 1.1509 2.0397 1.3750
H13 1.0848 0.4578 2.1740
H14 1.9195 0.6265 0.6121

Computed properties:
- M (g mol⁻¹) = 130.195
- LUMO energy (eV) = 0.796
- gap between HOMO and LUMO (eV) = 8.25

These are the Mulliken partial charges, in e, on atoms 1 to 5:
1. C -1.018
2. C -0.980
3. C -0.854
4. N -0.012
5. N -0.264


Relative energy of each structure, in kcal/mol: w) 0.0; x) 34.2; y) 62.4.


w) Computed, not measured: C4H6S in the gas phase, with ωB97M-V with the def2-TZVPD basis set.

Positions of all 11 atoms, in Å:
C1 1.0344 0.8435 -0.9693
C2 1.2101 -0.5837 -0.6562
C3 0.0778 -1.3716 0.1387
S1 -1.0934 -0.0776 0.6474
C4 -0.0268 1.3633 -0.0452
H1 1.8889 1.6241 -1.2104
H2 2.1494 -1.4550 -0.7449
H3 0.5612 -2.3712 0.8413
H4 -0.7701 -1.9848 -0.4101
H5 0.5228 1.7750 0.8758
H6 -0.6319 2.1443 -0.5179

Computed properties:
- M (g mol⁻¹) = 86.159
- LUMO energy (eV) = 0.663
- SMILES = C1=CCSC1
- gap between HOMO and LUMO (eV) = 8.93

These are the Mulliken partial charges, in e, on atoms 1 to 5:
1. C -0.422
2. C -0.077
3. C -0.429
4. S -0.176
5. C -0.458


x) Computed, not measured: C4H6S in the gas phase, with ωB97M-V with the def2-TZVPD basis set.

Positions of all 11 atoms, in Å:
C1 -1.6888 -0.3185 -0.2391
C2 -0.4108 0.0122 0.3876
C3 0.6597 0.3064 -0.3238
C4 1.9404 0.4277 0.3331
S1 3.3160 0.0227 -0.3523
H1 -1.7256 -1.3117 -0.2885
H2 -1.6246 0.0179 -1.3126
H3 -2.6612 -0.0552 0.1372
H4 -0.3585 -0.0355 1.4803
H5 0.7351 0.5098 -1.3329
H6 1.8184 0.4242 1.5108

Computed properties:
- M (g mol⁻¹) = 86.159
- LUMO energy (eV) = -0.357
- SMILES = C/C=C/C=S
- gap between HOMO and LUMO (eV) = 8.23

These are the Mulliken partial charges, in e, on atoms 1 to 5:
1. C -1.219
2. C 0.024
3. C -0.044
4. C -0.322
5. S -0.254


Relative energy of each structure, in kcal/mol: w) 45.9; x) 0.0.


w) Computed, not measured: C4H6S in the gas phase, with ωB97M-V with the def2-TZVPD basis set.

Positions of all 11 atoms, in Å:
C1 1.6541 -0.1520 -1.0183
C2 0.3734 0.1474 -0.7172
C3 -0.1098 0.2759 0.6141
C4 -1.4190 -0.2436 0.8774
S1 -1.4152 1.5382 0.6860
H1 1.9247 -0.1880 -2.1368
H2 2.2878 -0.4538 -0.1146
H3 -0.3998 0.3711 -1.4464
H4 0.6920 0.1975 1.3565
H5 -1.7715 -0.8407 0.0972
H6 -1.8167 -0.6520 1.8020

Computed properties:
- M (g mol⁻¹) = 86.159
- LUMO energy (eV) = 0.967
- SMILES = C=C[C@@H]1CS1
- gap between HOMO and LUMO (eV) = 9.85

These are the Mulliken partial charges, in e, on atoms 1 to 5:
1. C -0.722
2. C -0.174
3. C -0.017
4. C -0.614
5. S -0.147


x) Computed, not measured: 2 unconnected molecules or ions with the total composition C4H6S, with ωB97M-V with the def2-TZVPD basis set.

Positions of all 11 atoms, in Å:
C1 -0.9803 1.5249 0.3326
C2 -0.9613 0.4289 -0.4041
S1 -1.8278 -1.0403 0.0484
H1 -1.5010 1.5562 1.2757
H2 -0.4735 2.4209 0.0209
H3 -0.4361 0.3602 -1.3441
H4 -1.2143 -1.8399 -0.8225
C3 2.1305 -0.9707 -0.2903
C4 1.5645 -0.7256 0.7327
H5 2.6204 -1.2110 -1.1859
H6 1.0788 -0.5036 1.6366

Computed properties:
- M (g mol⁻¹) = 86.159
- LUMO energy (eV) = 0.890
- SMILES = C=CS.C#C
- gap between HOMO and LUMO (eV) = 9.55

These are the Mulliken partial charges, in e, on atoms 1 to 5:
1. C -0.613
2. C -0.253
3. S -0.175
4. H 0.245
5. H 0.258


Relative energy of each structure, in kcal/mol: w) 0.0; x) 30.4.


w) Computed, not measured: C7H15NO3 in the gas phase, with ωB97M-V with the def2-TZVPD basis set.

Positions of all 26 atoms, in Å:
C1 -0.8415 -2.3311 1.3860
C2 -0.4852 -0.8482 1.1773
O1 0.3545 -0.4167 2.1909
C3 0.0516 -0.6951 -0.4421
N1 0.5829 0.5783 -0.8454
C4 1.1774 0.3709 -2.2155
C5 -0.5436 1.6647 -0.9028
C6 1.6267 1.0703 0.0770
C7 -1.7737 0.0732 1.2840
O2 -2.6763 -0.1346 0.4579
O3 -1.7835 0.9195 2.1831
H1 -1.3400 -2.4903 2.3082
H2 -1.5499 -2.5656 0.5743
H3 -0.0345 -3.0056 1.2811
H4 -0.0478 0.1738 2.8253
H5 -0.8090 -0.8680 -1.0133
H6 0.7796 -1.5275 -0.6446
H7 2.2643 0.1012 -2.2952
H8 0.6156 -0.3524 -2.7065
H9 1.1677 1.3079 -2.8284
H10 -0.0307 2.5436 -1.3104
H11 -1.3165 1.2915 -1.5703
H12 -0.8720 1.7201 0.1744
H13 1.1104 1.1268 1.0450
H14 2.3801 0.3672 0.1885
H15 1.9932 1.9260 -0.3786

Computed properties:
- M (g mol⁻¹) = 161.201
- LUMO energy (eV) = 0.100
- SMILES = C[C@@](O)(C[N+](C)(C)C)C(=O)[O-]
- gap between HOMO and LUMO (eV) = 8.17

These are the Mulliken partial charges, in e, on atoms 1 to 5:
1. C -1.930
2. C 1.412
3. O -0.686
4. C -1.325
5. N 0.048


x) Computed, not measured: a molecular structure, C7H15NO3, with ωB97M-V with the def2-TZVPD basis set.

Positions of all 26 atoms, in Å:
C1 2.6722 -0.4451 -0.7156
C2 1.2805 0.1254 -0.6201
C3 0.2886 -1.2616 -0.3641
C4 -1.0328 -0.9248 0.4078
C5 -1.5312 0.4067 0.3034
C6 -0.5179 1.6232 0.4232
C7 0.8342 1.1245 0.3849
H1 3.5616 0.3881 -0.7878
H2 3.4908 -1.3328 -0.1967
H3 2.5761 -0.9847 -1.6401
H4 1.1293 0.3725 -1.7248
H5 0.1639 -1.7522 -1.2699
H6 1.1447 -1.8299 0.2972
H7 -0.7999 -0.8503 1.4419
H8 -2.2128 -2.5678 0.9794
H9 -2.6333 -2.1075 -0.5636
H10 -2.3297 0.6131 1.0667
H11 -3.1799 0.0988 -0.5980
H12 -0.8815 1.8249 1.5830
H13 -1.4560 2.6953 -1.0558
H14 1.6353 1.9786 0.2763
H15 1.9966 0.6471 1.8465
N1 -2.2425 -1.6478 0.3295
O1 -2.1590 0.6503 -1.1140
O2 -0.7828 2.7595 -0.3087
O3 0.9854 0.3965 1.6191

Computed properties:
- M (g mol⁻¹) = 161.201
- LUMO energy (eV) = 0.601
- gap between HOMO and LUMO (eV) = 10.11

These are the Mulliken partial charges, in e, on atoms 1 to 5:
1. C -1.584
2. C 0.395
3. C -1.084
4. C 0.198
5. C -0.229


Relative energy of each structure, in kcal/mol: w) 0.0; x) 109.6.